This record from OMol25 describes a structure of composition C20H50NO2P2Si4Sr at a distorted geometry. The level of theory is ωB97M-V/def2-TZVPD.

Summary:
- M (g/mol) = 598.5
- charge = +1
- relative energy (zero: lowest compared OMol25 entry of this formula, charge and spin) (kJ/mol) = 0.00
- Kohn-Sham gap (spin up / spin down) (eV) = 4.933 / 4.048
- max |F| (eV/Å) = 4.07
- calculated total energy (hartree) = -2868.30935

Element x y z (Å)
Sr (0.911, 0.782, -1.598)
P (-1.680, 2.515, -0.054)
C (-0.779, 4.005, 0.403)
C (0.566, 3.927, 0.703)
N (1.417, 2.828, 0.599)
C (2.502, 2.846, 1.442)
C (2.861, 3.906, 2.302)
C (2.133, 5.080, 2.199)
C (1.078, 5.124, 1.312)
C (3.398, 1.562, 1.651)
P (3.303, 0.302, 0.186)
H (0.421, 5.986, 1.251)
H (3.726, 3.812, 2.966)
H (2.357, 5.940, 2.830)
H (4.500, 1.817, 1.785)
H (3.084, 0.961, 2.563)
H (0.104, 4.066, -2.389)
H (-1.028, 4.936, -0.128)
H (2.664, 2.170, -3.785)
O (-0.170, 3.837, -3.288)
H (0.655, 4.171, -3.761)
H (1.071, -1.099, -2.934)
O (3.324, 1.552, -3.484)
H (3.289, 0.812, -4.169)
C (4.645, 1.068, -0.818)
H (5.597, 1.115, -0.266)
H (4.763, 0.456, -1.720)
H (4.348, 2.078, -1.141)
C (4.203, -1.112, 0.922)
H (4.168, -1.929, 0.188)
H (5.251, -0.853, 1.131)
H (3.704, -1.439, 1.847)
C (-2.320, 2.709, 1.684)
H (-2.893, 3.644, 1.682)
H (-2.884, 1.864, 2.072)
H (-1.420, 2.891, 2.285)
C (-3.091, 3.135, -1.082)
H (-3.786, 2.328, -1.354)
H (-3.663, 3.898, -0.547)
H (-2.734, 3.572, -2.023)
C (1.437, -2.071, -2.311)
Si (0.415, -2.963, -1.022)
C (-0.521, -4.372, -1.884)
C (1.636, -3.833, 0.164)
Si (-0.943, -1.472, -0.004)
Si (-2.981, -1.426, -1.079)
C (-3.723, -3.160, -1.291)
C (-4.240, -0.380, -0.115)
C (-2.666, -0.635, -2.790)
Si (-1.238, -2.139, 2.230)
C (-2.025, -3.856, 2.170)
C (0.435, -2.178, 3.094)
C (-2.343, -0.891, 3.098)
H (1.986, -2.609, -3.074)
H (2.351, -1.661, -1.708)
H (0.292, -1.985, -3.051)
H (0.196, -5.159, -2.182)
H (-1.261, -4.831, -1.206)
H (-1.054, -4.018, -2.782)
H (2.365, -3.125, 0.595)
H (1.093, -4.325, 0.991)
H (2.176, -4.618, -0.401)
H (-3.721, -3.715, -0.340)
H (-4.770, -3.042, -1.621)
H (-3.182, -3.750, -2.046)
H (-3.848, 0.618, 0.135)
H (-5.146, -0.257, -0.735)
H (-4.530, -0.891, 0.817)
H (-2.476, 0.452, -2.713)
H (-1.814, -1.120, -3.299)
H (-3.569, -0.789, -3.409)
H (-1.451, -4.558, 1.547)
H (-2.052, -4.254, 3.196)
H (-3.056, -3.821, 1.789)
H (1.012, -1.266, 2.888)
H (0.267, -2.224, 4.180)
H (1.051, -3.039, 2.814)
H (-1.904, 0.114, 3.076)
H (-3.349, -0.834, 2.668)
H (-2.447, -1.184, 4.152)

Cartesian forces, eV/Å:
Sr -0.914 0.364 1.611
P -0.398 0.339 0.405
C 0.080 0.013 -4.067
C 3.054 1.065 1.016
N 0.304 0.025 1.557
C 0.404 -1.216 0.331
C -0.251 -0.344 -0.707
C 0.037 0.453 -0.089
C -0.772 -0.441 0.423
C -0.260 -0.689 -0.787
P 0.930 1.408 1.331
H 0.260 0.082 0.082
H -0.468 -0.051 -0.241
H 0.064 -0.146 -0.306
H -1.473 -0.110 -0.124
H 0.106 1.019 -0.935
H -0.534 0.110 0.331
H -0.418 0.024 0.906
H -0.171 0.605 -0.534
O 2.433 0.289 -0.393
H -1.745 -0.503 0.294
H 1.735 -0.862 1.190
O -0.506 -2.029 -0.825
H 0.251 1.419 1.180
C 0.004 -0.170 -0.270
H -0.348 -0.013 -0.165
H 0.223 0.243 0.163
H 0.153 -0.311 0.126
C -0.137 -0.146 -0.060
H 0.142 0.086 0.301
H -0.327 -0.045 -0.016
H 0.145 0.026 -0.335
C -0.137 -0.575 0.138
H -0.103 -0.352 0.160
H -0.129 0.056 0.026
H -0.417 -0.383 0.142
C -0.089 0.183 -0.013
H 0.327 0.090 0.196
H 0.067 -0.041 -0.021
H 0.102 -0.118 0.180
C 1.871 2.689 -1.562
Si -1.487 -1.770 1.119
C 0.410 -0.228 -0.233
C 0.269 0.163 -0.408
Si 0.526 1.431 0.296
Si 0.320 -0.323 0.020
C -0.333 0.298 -0.236
C -0.078 -0.048 -0.241
C -0.490 -0.084 -0.020
Si 0.154 0.048 -1.190
C 0.024 -0.008 0.580
C 0.034 -0.035 0.414
C -0.046 -0.069 0.379
H -0.063 -0.479 -0.236
H 0.017 0.112 0.237
H -2.481 -1.499 -1.011
H -0.341 0.201 -0.030
H 0.324 0.243 -0.177
H 0.190 -0.172 0.305
H -0.291 -0.406 -0.082
H 0.148 0.241 -0.421
H -0.100 0.335 0.333
H 0.014 0.196 -0.337
H 0.256 -0.227 0.067
H -0.226 0.197 0.276
H -0.168 -0.354 0.004
H 0.228 0.030 0.284
H 0.069 0.204 -0.324
H -0.084 -0.339 -0.016
H -0.266 0.090 0.163
H 0.400 0.218 0.007
H -0.113 0.249 0.145
H -0.122 -0.126 -0.229
H 0.278 0.031 0.114
H -0.172 -0.113 -0.005
H 0.146 -0.026 -0.120
H -0.167 0.147 0.030
H -0.007 -0.238 -0.017
H 0.199 -0.045 0.039
H -0.065 0.113 -0.116

Atom charges from the Löwdin analysis, given in e for atoms 1 to 5:
1. Sr 0.998
2. P 0.846
3. C -0.282
4. C -0.391
5. N 0.076